P.
The following is a DFT calculation (wB97M-V/def2-TZVPD) of 3 unconnected molecules or ions with the total composition C5H10O3.

## Properties
HOMO-LUMO gap: 8.38 eV
Multiplicity: 1
HOMO: -8.1 eV
LUMO level: 0.248 eV

Each atom is followed by the atoms it is bonded to, with distances in Å.
Element x y z (Å)
1 C 1.671 -1.533 -0.829  O4 1.423, H6 1.095, H7 1.092, H8 1.093
2 C 1.142 0.579 1.404  C3 1.491, H9 1.087, H10 1.091, H11 1.090
3 C 0.467 0.984 0.138  C2 1.491, O5 1.180
4 O 0.789 -0.454 -1.113  C1 1.423, H15 1.176
5 O 0.393 2.025 -0.414  C3 1.180
6 H 1.441 -2.016 0.127  C1 1.095
7 H 1.583 -2.276 -1.625  C1 1.092
8 H 2.703 -1.174 -0.809  C1 1.093
9 H 0.734 -0.349 1.797  C2 1.087
10 H 2.209 0.466 1.208  C2 1.091
11 H 0.995 1.380 2.129  C2 1.090
12 C -2.510 0.732 -0.559  C13 1.508, H16 1.091, H17 1.094, H18 1.091
13 C -1.418 0.058 0.235  C12 1.508, O14 1.212
14 O -1.612 -0.624 1.217  C13 1.212
15 H -0.261 -0.457 -0.583  O4 1.176
16 H -2.132 1.629 -1.052  C12 1.091
17 H -2.834 0.051 -1.352  C12 1.094
18 H -3.359 0.978 0.081  C12 1.091

Q.
The following is a DFT calculation (wB97M-V/def2-TZVPD) of a single C5H10O3 molecule.

## Properties
SMILES: CC(C)CC(=O)OO
HOMO-LUMO gap: 10.94 eV
Multiplicity: 1
HOMO: -10.4 eV
LUMO level: 0.569 eV

Each atom is followed by the atoms it is bonded to, with distances in Å.
Element x y z (Å)
1 C -1.011 1.567 -0.762  C2 1.531, H9 1.096, H10 1.096, H11 1.094
2 C 0.031 0.450 -0.874  C1 1.531, C3 1.527, C4 1.547, H12 1.099
3 C -0.525 -0.703 -1.707  C2 1.527, H13 1.095, H14 1.094, H15 1.096
4 C 0.619 0.087 0.510  C2 1.547, C5 1.524, H16 1.097, H17 1.098
5 C 0.181 -1.203 1.193  C4 1.524, O6 1.223, O7 1.376
6 O -0.770 -1.887 0.841  C5 1.223
7 O 0.946 -1.595 2.267  C5 1.376, O8 1.459
8 O 1.782 -0.496 2.738  O7 1.459, H18 0.975
9 H -1.340 1.887 -1.757  C1 1.096
10 H -0.586 2.445 -0.264  C1 1.096
11 H -1.889 1.242 -0.198  C1 1.094
12 H 0.864 0.877 -1.452  C2 1.099
13 H -1.487 -1.056 -1.321  C3 1.095
14 H 0.175 -1.542 -1.746  C3 1.094
15 H -0.705 -0.374 -2.737  C3 1.096
16 H 0.425 0.907 1.212  C4 1.097
17 H 1.705 0.013 0.370  C4 1.098
18 H 1.585 -0.618 3.685  O8 0.975

R.
The following is a DFT calculation (wB97M-V/def2-TZVPD) of 2 unconnected molecules or ions with the total composition C5H10O3.

## Properties
SMILES: C=C(C)O.CC(=O)O
HOMO-LUMO gap: 9.08 eV
Multiplicity: 1
HOMO: -8.5 eV
LUMO level: 0.570 eV

Each atom is followed by the atoms it is bonded to, with distances in Å.
Element x y z (Å)
1 C 0.274 0.282 -0.877  C2 1.379, H5 1.132, H6 1.080
2 C 1.558 0.599 -0.485  C1 1.379, C3 1.441, O4 1.337
3 C 1.884 1.598 0.502  C2 1.441, H7 1.144, H8 1.079, H9 1.079
4 O 2.648 0.006 -0.982  C2 1.337, H10 0.992
5 H -0.651 0.853 -0.561  C1 1.132
6 H 0.272 -0.490 -1.632  C1 1.080
7 H 2.779 2.163 0.067  C3 1.144
8 H 0.986 2.166 0.687  C3 1.079
9 H 2.212 1.048 1.369  C3 1.079
10 H 2.385 -0.800 -1.500  O4 0.992
11 C -1.746 -1.487 -0.289  C12 1.542, H15 1.078, H16 1.068, H17 1.186
12 C -0.369 -1.377 0.396  C11 1.542, O13 1.216, O14 1.314
13 O 0.521 -2.174 0.171  C12 1.216
14 O -0.351 -0.688 1.515  C12 1.314, H18 0.920
15 H -2.503 -1.963 0.313  C11 1.078
16 H -1.981 -0.534 -0.711  C11 1.068
17 H -1.555 -2.232 -1.192  C11 1.186
18 H -1.104 -0.158 1.495  O14 0.920

Relative energy of each structure, in eV: P 1.792; Q 0.732; R 0.000.

P.
The following is a DFT calculation (wB97M-V/def2-TZVPD) of 11 unconnected molecules or ions with the total composition BF4H20O10.

## Properties
HOMO-LUMO gap: 10.47 eV
Multiplicity: 1
HOMO: -7.7 eV
Total charge: -1
LUMO level: 2.718 eV

Each atom is followed by the atoms it is bonded to, with distances in Å.
Element x y z (Å)
1 B 24.702 -24.074 -8.555  F2 1.398, F3 1.361, F4 1.376, F5 1.351
2 F 24.226 -22.760 -8.520  B1 1.398
3 F 25.521 -24.245 -9.629  B1 1.361
4 F 25.389 -24.262 -7.377  B1 1.376
5 F 23.707 -24.984 -8.484  B1 1.351
6 O 23.184 -22.404 -11.448  H7 0.957, H8 0.957
7 H 22.293 -22.755 -11.445  O6 0.957
8 H 23.638 -22.898 -10.766  O6 0.957
9 O 24.265 -28.092 -7.222  H10 0.957, H11 0.957
10 H 24.227 -27.137 -7.176  O9 0.957
11 H 24.292 -28.287 -8.159  O9 0.957
12 O 23.784 -25.306 -5.718  H13 0.957, H14 0.957
13 H 24.321 -25.128 -6.490  O12 0.957
14 H 24.341 -25.067 -4.978  O12 0.957
15 O 22.867 -22.717 -5.880  H16 0.957, H17 0.957
16 H 23.249 -22.554 -6.742  O15 0.957
17 H 22.801 -23.671 -5.823  O15 0.957
18 O 27.238 -22.323 -5.102  H19 0.957, H20 0.957
19 H 27.124 -22.709 -5.970  O18 0.957
20 H 28.025 -22.742 -4.754  O18 0.957
21 O 27.764 -24.730 -8.470  H22 0.957, H23 0.957
22 H 26.843 -24.470 -8.492  O21 0.957
23 H 27.916 -25.146 -9.319  O21 0.957
24 O 21.421 -26.280 -9.101  H25 0.957, H26 0.957
25 H 22.184 -25.791 -8.792  O24 0.957
26 H 21.785 -27.085 -9.469  O24 0.957
27 O 25.537 -20.449 -8.569  H28 0.957, H29 0.957
28 H 25.392 -20.295 -7.635  O27 0.957
29 H 24.829 -21.041 -8.826  O27 0.957
30 O 28.017 -25.657 -5.813  H31 0.957, H32 0.957
31 H 27.776 -25.706 -6.738  O30 0.957
32 H 27.260 -26.014 -5.348  O30 0.957
33 O 25.337 -24.129 -3.859  H34 0.957, H35 0.957
34 H 25.300 -23.436 -4.518  O33 0.957
35 H 25.580 -23.679 -3.050  O33 0.957

Q.
The following is a DFT calculation (wB97M-V/def2-TZVPD) of 11 unconnected molecules or ions with the total composition BF4H20O10.

## Properties
HOMO-LUMO gap: 9.92 eV
Multiplicity: 1
HOMO: -7.8 eV
Total charge: -1
LUMO level: 2.174 eV

Each atom is followed by the atoms it is bonded to, with distances in Å.
Element x y z (Å)
1 B 0.106 0.699 0.209  F2 1.341, F3 1.390, F4 1.383, F5 1.343
2 F -0.534 0.743 1.388  B1 1.341
3 F -0.744 0.706 -0.892  B1 1.390
4 F 0.871 1.847 0.108  B1 1.383
5 F 0.972 -0.325 0.259  B1 1.343
6 O -3.173 2.197 -1.602  H7 0.957, H8 0.957
7 H -2.390 1.661 -1.729  O6 0.957
8 H -3.762 1.930 -2.308  O6 0.957
9 O 3.037 -1.798 1.949  H10 0.957, H11 0.957
10 H 3.419 -1.503 1.122  O9 0.957
11 H 2.092 -1.757 1.804  O9 0.957
12 O -3.136 0.039 1.347  H13 0.957, H14 0.957
13 H -2.762 -0.641 0.787  O12 0.957
14 H -2.628 0.825 1.143  O12 0.957
15 O 0.660 3.811 -1.540  H16 0.957, H17 0.957
16 H 0.779 4.508 -0.895  O15 0.957
17 H 0.822 3.003 -1.053  O15 0.957
18 O 2.352 0.696 -2.654  H19 0.957, H20 0.957
19 H 2.264 0.589 -1.707  O18 0.957
20 H 1.488 0.477 -3.001  O18 0.957
21 O 0.386 -3.145 1.031  H22 0.957, H23 0.957
22 H -0.187 -2.474 0.659  O21 0.957
23 H 1.152 -3.153 0.457  O21 0.957
24 O -1.733 -1.887 -0.167  H25 0.957, H26 0.957
25 H -1.387 -2.096 -1.034  O24 0.957
26 H -2.072 -2.719 0.163  O24 0.957
27 O 2.959 1.247 1.899  H28 0.957, H29 0.957
28 H 2.670 0.521 2.453  O27 0.957
29 H 2.156 1.571 1.491  O27 0.957
30 O -0.099 -0.705 -3.291  H31 0.957, H32 0.957
31 H -0.401 -0.294 -2.481  O30 0.957
32 H -0.903 -0.948 -3.751  O30 0.957
33 O -0.904 -0.999 3.574  H34 0.957, H35 0.957
34 H -1.192 -1.003 2.661  O33 0.957
35 H -0.181 -1.625 3.601  O33 0.957

Relative energy of each structure, in eV: P 0.000; Q 0.181.

P.
The following is a DFT calculation (wB97M-V/def2-TZVPD) of 2 unconnected molecules or ions with the total composition C2H4ClN.

## Properties
SMILES: C=C=N.Cl
HOMO-LUMO gap: 10.26 eV
Multiplicity: 1
HOMO: -9.5 eV
LUMO level: 0.796 eV

Each atom is followed by the atoms it is bonded to, with distances in Å.
Element x y z (Å)
1 C -0.835 -0.327 -0.044  C2 1.314, H4 1.108, H5 1.083
2 C -0.295 0.689 0.591  C1 1.314, N3 1.204
3 N 0.228 1.611 1.163  C2 1.204, H6 0.948
4 H -0.139 -0.579 -0.869  C1 1.108
5 H -1.497 -0.946 0.547  C1 1.083
6 H 0.000 2.477 0.853  N3 0.948
7 Cl 2.873 -1.540 0.461  H8 1.283
8 H 2.179 -0.461 0.504  Cl7 1.283

Q.
The following is a DFT calculation (wB97M-V/def2-TZVPD) of a single C2H4ClN molecule.

## Properties
SMILES: ClN1CC1
HOMO-LUMO gap: 10.21 eV
Multiplicity: 1
HOMO: -9.6 eV
LUMO level: 0.598 eV

Each atom is followed by the atoms it is bonded to, with distances in Å.
Element x y z (Å)
1 Cl -0.823 -0.634 2.004  N2 1.802
2 N -0.464 0.467 0.623  Cl1 1.802, C3 1.446, C4 1.466
3 C 0.678 0.134 -0.199  N2 1.446, C4 1.547, H5 1.077, H6 1.070
4 C 0.744 1.260 0.860  N2 1.466, C3 1.547, H7 1.096, H8 1.096
5 H 0.725 0.401 -1.241  C3 1.077
6 H 1.187 -0.791 -0.025  C3 1.070
7 H 1.415 1.102 1.713  C4 1.096
8 H 0.771 2.294 0.498  C4 1.096

R.
The following is a DFT calculation (wB97M-V/def2-TZVPD) of 2 unconnected molecules or ions with the total composition C2H4ClN.

## Properties
SMILES: C1=NC1.Cl
HOMO-LUMO gap: 10.85 eV
Multiplicity: 1
HOMO: -10.1 eV
LUMO level: 0.720 eV

Each atom is followed by the atoms it is bonded to, with distances in Å.
Element x y z (Å)
1 C -0.445 0.506 -0.653  N2 1.249, C3 1.449, H4 1.062
2 N -0.840 1.402 0.122  C1 1.249, C3 1.502
3 C -1.167 -0.017 0.490  C1 1.449, N2 1.502, H5 1.083, H6 1.083
4 H 0.076 0.308 -1.557  C1 1.062
5 H -2.198 -0.330 0.384  C3 1.083
6 H -0.631 -0.449 1.325  C3 1.083
7 Cl 2.692 -0.084 0.059  H8 1.285
8 H 2.513 -1.335 -0.170  Cl7 1.285

Relative energy of each structure, in eV: P 0.000; Q 0.773; R 0.594.

P.
The following is a DFT calculation (wB97M-V/def2-TZVPD) of 2 unconnected molecules or ions with the total composition C3H2N2O2.

## Properties
SMILES: C#CC#N.O=NO
HOMO-LUMO gap: 10.14 eV
Multiplicity: 1
HOMO: -10.0 eV
LUMO level: 0.112 eV

Each atom is followed by the atoms it is bonded to, with distances in Å.
Element x y z (Å)
1 C 1.800 0.992 -1.816  C2 1.196, H5 1.082
2 C 1.412 0.831 -0.696  C1 1.196, C3 1.384
3 C 1.078 0.792 0.646  C2 1.384, N4 1.159
4 N 0.938 0.617 1.783  C3 1.159
5 H 2.303 0.994 -2.774  C1 1.082
6 O -2.443 0.300 1.413  N7 1.166
7 N -1.697 -0.521 1.054  O6 1.166, O8 1.487
8 O -2.091 -1.717 0.264  N7 1.487, H9 0.985
9 H -1.301 -2.288 0.125  O8 0.985

Q.
The following is a DFT calculation (wB97M-V/def2-TZVPD) of a single C3H2N2O2 molecule.

## Properties
SMILES: [H]/N=C(/C#N)OC=O
HOMO-LUMO gap: 11.25 eV
Multiplicity: 1
HOMO: -11.5 eV
LUMO level: -0.209 eV

Each atom is followed by the atoms it is bonded to, with distances in Å.
Element x y z (Å)
1 H -0.470 -0.629 -1.630  N2 1.018
2 N 0.150 0.177 -1.581  H1 1.018, C3 1.253
3 C 0.460 0.456 -0.400  N2 1.253, C4 1.447, O6 1.389
4 C 1.220 1.649 -0.094  C3 1.447, N5 1.150
5 N 1.511 2.731 0.166  C4 1.150
6 O 0.113 -0.128 0.811  C3 1.389, C7 1.355
7 C -0.769 -1.156 0.870  O6 1.355, O8 1.199, H9 1.097
8 O -1.272 -1.707 -0.068  C7 1.199
9 H -0.943 -1.393 1.926  C7 1.097

Relative energy of each structure, in eV: P 4.702; Q 0.000.